A:
Density functional theory data (ωB97M-V/def2-TZVPD) for a molecular structure, C7H15NO.

Output
**Gap between HOMO and LUMO**: 10.01 eV
**HOMO energy**: -9.6 eV

Structure (ORCA input):
```
! RIJCOSX wB97M-V def2-TZVPD def2/J DEFGRID3
* xyz 0 1
H 2.357 0.595 -1.267
C 2.142 0.784 -0.215
C 0.648 0.630 0.101
H -0.649 0.957 1.818
C -3.237 -1.374 0.831
H -4.265 -1.537 1.126
H 0.016 -1.034 -2.166
C -0.176 1.501 -0.855
C 0.398 1.087 1.546
H -1.241 1.378 -0.661
H 0.712 -1.427 0.787
H -2.779 -1.153 -0.240
O -1.183 -0.979 0.175
H 0.078 2.554 -0.720
H 1.009 0.514 2.246
N -2.249 -1.304 1.559
H 0.649 2.142 1.663
H 1.602 -1.523 -1.554
C 0.533 -1.536 -1.349
H 2.746 0.105 0.390
H 0.017 1.246 -1.897
C 0.208 -0.858 -0.009
H 2.466 1.802 0.006
H 0.197 -2.572 -1.316
*
```



B:
Density functional theory data (ωB97M-V/def2-TZVPD) for a single C7H15NO molecule.

Output
**SMILES string**: CC(=O)[C@@](C)(N)C(C)C
**Gap between HOMO and LUMO**: 9.93 eV
**HOMO energy**: -9.0 eV

Structure (ORCA input):
```
! RIJCOSX wB97M-V def2-TZVPD def2/J DEFGRID3
* xyz 0 1
H 0.895 1.148 2.259
C -2.306 -0.719 -0.467
O -1.342 1.448 -0.819
H 1.704 1.667 -0.711
H -3.012 -0.527 0.341
C 1.067 -0.314 -0.235
H 2.927 0.406 -1.022
H -1.246 -1.033 2.028
H -1.921 -1.726 -0.347
H -2.818 -0.609 -1.421
H 1.400 -0.773 -2.350
C 0.465 -0.580 -1.825
C -0.094 0.009 0.697
C -1.207 0.318 -0.389
H 0.051 0.224 -2.428
C 2.145 0.739 -0.343
H -0.097 -1.510 -1.842
H -0.870 1.404 2.136
C 0.054 1.256 1.575
H 1.458 -1.301 0.011
N -0.419 -1.192 1.461
H 0.206 2.149 0.977
H 2.612 0.925 0.623
H 0.348 -1.410 2.090
*
```



Name the most stable of them. B.



A:
Density functional theory data (ωB97M-V/def2-TZVPD) for a single C7H15NO molecule.

Output
**SMILES string**: C=C[C@@H](N)[C@H](O)C(C)C
**Gap between HOMO and LUMO**: 10.08 eV
**HOMO energy**: -9.2 eV

Structure (ORCA input):
```
! RIJCOSX wB97M-V def2-TZVPD def2/J DEFGRID3
* xyz 0 1
H -0.216 0.625 -1.713
H 0.608 -1.321 1.076
H 2.403 2.128 0.500
H -0.792 -3.174 -1.681
H 0.779 0.838 1.777
H 0.460 -1.272 -1.841
H -2.228 -3.768 -0.724
C 0.452 1.278 0.830
C -0.301 2.575 1.118
H 2.149 0.612 -0.340
C 1.668 1.543 -0.051
H -1.797 -2.122 1.017
C 0.060 -1.161 0.141
H -1.104 2.409 1.833
C -1.179 -2.157 0.127
O -0.965 0.694 -1.106
H 0.376 3.327 1.520
H -0.741 2.960 0.200
N 0.969 -1.323 -0.964
C -1.408 -3.071 -0.799
C -0.561 0.245 0.154
H 1.387 2.113 -0.935
H -1.460 0.239 0.778
H 1.441 -2.218 -0.916
*
```



B:
Density functional theory data (ωB97M-V/def2-TZVPD) for a single C7H15NO molecule.

Output
**SMILES string**: CC(=O)CCC(C)(C)N
**Gap between HOMO and LUMO**: 9.56 eV
**HOMO energy**: -8.8 eV

Structure (ORCA input):
```
! RIJCOSX wB97M-V def2-TZVPD def2/J DEFGRID3
* xyz 0 1
H 2.593 -0.804 -1.329
C -0.124 -0.131 -1.032
H 3.024 -1.065 0.372
H -2.271 -1.593 -0.061
C -2.620 -0.824 0.611
H 0.406 -1.228 1.546
H 1.770 -2.054 -0.388
H -3.666 -0.632 0.389
H -2.070 0.584 -1.660
H -1.006 1.845 -0.921
C -1.323 0.803 -0.894
O -1.761 1.245 1.416
H 1.013 2.103 0.418
H 0.056 0.389 1.757
H -0.418 -1.180 -1.096
C -1.875 0.481 0.466
H 2.642 1.450 0.587
C 1.162 -0.024 0.089
N 0.762 -0.286 1.429
H -2.560 -1.182 1.636
H 0.380 0.111 -1.970
C 1.725 1.390 0.004
H 1.955 1.659 -1.026
C 2.203 -1.054 -0.343
*
```



Name the most stable of them. B.



A:
Density functional theory data (ωB97M-V/def2-TZVPD) for 2 unconnected molecules or ions with the total composition C17H19N.

Output
**SMILES string**: Cc1c[nH]c2ccccc12.CCc1ccccc1
**Gap between HOMO and LUMO**: 8.47 eV
**HOMO energy**: -7.7 eV

Structure (ORCA input):
```
! RIJCOSX wB97M-V def2-TZVPD def2/J DEFGRID3
* xyz 0 1
H 1.508 -1.544 -2.801
H 2.341 -0.595 -1.672
C 1.512 -1.327 -1.742
H 0.730 -0.719 -1.276
H -1.314 4.109 -3.253
H -0.983 -2.624 -0.651
C -1.244 -2.831 1.439
H -1.621 -0.512 0.458
H -3.190 0.598 -1.706
C -1.330 3.282 -2.550
C 1.812 -2.458 -0.699
C 0.207 2.116 0.747
C -0.524 3.421 -1.416
N -1.266 0.422 0.364
H -1.334 -2.533 3.562
C 1.435 2.848 1.109
C -0.159 0.857 1.068
H 1.096 -2.361 3.899
H 2.885 -2.416 -0.538
C 1.473 -2.387 1.732
H -2.980 2.316 -3.517
H 2.491 -2.076 1.931
H 2.095 3.007 0.245
C -2.348 2.350 -2.644
C -1.525 1.391 -0.596
C -0.619 2.458 -0.424
H 1.958 2.297 1.895
C -0.475 -2.663 0.302
H 0.358 0.130 1.677
C -0.672 -2.735 2.724
C 0.665 -2.442 2.914
C 0.901 -2.447 0.494
H 1.259 3.852 1.494
H 1.552 -3.400 -1.210
H 0.044 4.310 -1.171
H -2.300 -3.072 1.424
C -2.438 1.375 -1.614
*
```



B:
Density functional theory data (ωB97M-V/def2-TZVPD) for 2 unconnected molecules or ions with the total composition C17H19N.

Output
**SMILES string**: CCc1c[nH]c2ccccc12.Cc1ccccc1
**Gap between HOMO and LUMO**: 8.63 eV
**HOMO energy**: -7.8 eV

Structure (ORCA input):
```
! RIJCOSX wB97M-V def2-TZVPD def2/J DEFGRID3
* xyz 0 1
H -4.204 -1.211 3.428
H -0.538 -1.858 -0.059
C -3.501 1.154 0.423
H 1.624 0.687 -2.296
C -4.805 0.642 2.378
C 4.801 0.344 -1.021
C 2.403 0.533 -1.504
H -2.789 -2.059 -1.921
H -1.294 -2.350 -3.022
C 4.690 0.459 0.344
H 5.835 1.271 1.921
H -0.170 -1.002 -1.603
H -1.327 1.200 -1.917
H -4.718 2.640 1.437
H 6.681 0.349 0.711
C 5.802 0.411 1.379
C 3.337 0.548 0.803
H -1.503 -3.354 -1.529
C -4.069 -0.626 2.501
H 5.555 -0.437 2.030
H 3.092 0.650 1.796
H -5.543 0.926 3.236
H 1.238 0.557 0.300
C -4.399 1.560 1.402
C -3.280 -1.170 1.508
C 3.703 0.402 -1.852
C -1.963 -0.309 -0.569
H -2.878 -2.108 1.589
C -1.926 0.934 -1.212
H 3.876 0.255 -2.915
H 5.792 0.025 -1.564
C -1.684 -2.356 -1.917
C -3.039 -0.175 0.529
H -3.218 2.574 -1.137
C -0.984 -1.411 -0.980
C 2.228 0.499 -0.084
N -2.826 1.808 -0.612
*
```



Name the most stable of them. A.



A:
Density functional theory data (ωB97M-V/def2-TZVPD) for a single C18H34O3 molecule.

Output
**SMILES string**: CCCCCCCC/C=C\CCCCCC[C@@H](O)C(=O)O
**Gap between HOMO and LUMO**: 9.61 eV
**HOMO energy**: -9.2 eV

Structure (ORCA input):
```
! RIJCOSX wB97M-V def2-TZVPD def2/J DEFGRID3
* xyz 0 1
H 2.248 -3.916 -1.528
H 3.000 2.897 -0.232
H 1.354 -1.321 0.026
O -6.324 -0.678 2.148
C 0.507 -3.475 -2.564
H 3.990 1.924 2.482
C -2.719 -1.087 1.034
C 2.356 -1.343 -0.410
H -2.527 -1.941 -3.050
H -1.896 -1.576 1.561
O -5.294 1.778 2.522
C -4.893 1.139 1.582
H 3.917 4.398 2.256
H 3.002 5.431 -0.472
H -6.380 -0.075 2.905
H 3.622 6.422 0.849
H 2.941 -2.082 0.142
H -2.189 -3.515 -2.327
H 0.206 -4.516 -2.541
C 3.837 1.776 1.410
H 3.604 -0.326 1.765
H 2.080 0.547 1.615
H 4.823 1.707 0.945
H -2.431 -0.048 0.865
C -3.951 -1.147 1.934
H -0.077 -1.572 -3.366
H 4.832 4.256 0.756
H -0.868 -2.403 -0.535
H -3.983 2.602 0.772
H -0.682 -2.979 -4.243
C 3.823 4.294 1.172
C 3.089 0.458 1.204
H -3.659 -1.237 -0.902
H -3.698 -0.782 2.933
C -1.612 -1.842 -1.105
C -2.916 -1.778 -0.314
C 3.089 5.505 0.610
O -4.148 1.658 0.610
C 3.002 0.032 -0.260
H -5.361 -0.578 0.373
H 2.090 3.024 1.275
H -3.290 -2.791 -0.151
C 2.254 -1.772 -1.878
H -4.285 -2.181 2.033
H 2.087 5.572 1.029
H 4.007 0.007 -0.688
H 2.418 0.761 -0.824
C -0.477 -2.578 -3.246
H -1.228 -0.829 -1.247
C 3.097 2.989 0.851
H 3.259 -1.789 -2.310
C -5.170 -0.343 1.423
C 1.654 -3.138 -1.993
C -1.796 -2.505 -2.466
H 1.666 -1.036 -2.426
*
```



B:
Density functional theory data (ωB97M-V/def2-TZVPD) for a single C18H34O3 molecule.

Output
**SMILES string**: CCCCCCCCCCCCC(=O)CCCCC(=O)O
**Gap between HOMO and LUMO**: 10.31 eV
**HOMO energy**: -9.5 eV

Structure (ORCA input):
```
! RIJCOSX wB97M-V def2-TZVPD def2/J DEFGRID3
* xyz 0 1
H 0.040 -2.329 -1.518
C -2.236 -2.578 -3.554
C 1.796 4.205 2.125
C 1.592 2.714 2.384
C -1.195 -5.589 -6.729
C 0.762 0.517 1.440
H -1.418 -5.187 -3.316
H 0.019 2.472 0.938
H -2.702 -2.058 -0.202
O -0.540 -4.644 -7.077
C 1.648 5.022 4.541
H -0.794 -1.777 1.366
C 1.491 5.930 6.894
C -2.053 -2.011 -1.078
H 1.309 4.936 7.297
C -1.532 -5.970 -5.311
H 1.453 4.021 4.928
H 2.525 6.854 5.251
C -0.100 -1.676 0.529
H -1.458 -6.223 -8.512
H -2.901 -1.752 -3.824
C 0.977 2.006 1.179
H -2.553 -6.352 -5.288
H 0.791 -0.091 -0.623
H 0.848 -2.128 0.832
H -1.214 -2.194 -3.588
C 0.134 -0.194 0.244
C -1.352 -4.809 -4.337
H -0.360 -4.376 -4.485
H 0.937 2.575 3.246
H 1.721 0.050 1.676
H 0.114 0.394 2.311
C 2.335 5.846 5.627
H -0.814 0.292 0.004
H -2.345 -3.346 -5.560
H 0.686 5.479 4.297
C -2.412 -3.729 -4.541
H 0.530 6.394 6.681
C 2.496 4.931 3.274
H 2.744 5.944 2.946
H 3.435 4.421 3.503
C -0.640 -2.452 -0.672
H 1.631 2.130 0.313
H 0.827 4.675 1.939
H -2.033 -0.993 -1.465
H 2.555 2.255 2.620
H -3.403 -4.164 -4.396
H 1.997 6.522 7.654
H -0.868 -6.796 -5.042
H 3.301 5.395 5.865
O -3.216 -3.945 -1.848
C -2.581 -2.960 -2.131
H 2.397 4.322 1.219
O -1.704 -6.467 -7.606
H -0.670 -3.514 -0.419
*
```



Name the most stable of them. B.



A:
Density functional theory data (ωB97M-V/def2-TZVPD) for a gas-phase ion, C3H9N2S (charge -1).

Output
**SMILES string**: NC[C@@H](N)C[S-]
**Gap between HOMO and LUMO**: 6.04 eV
**HOMO energy**: -2.4 eV

Structure (ORCA input):
```
! RIJCOSX wB97M-V def2-TZVPD def2/J DEFGRID3
* xyz -1 1
H -0.797 0.820 0.875
H -1.641 -1.236 0.096
S -3.100 0.560 -0.521
N 1.853 -0.069 1.099
H -0.610 1.618 -1.522
C 0.701 -0.723 0.487
H 0.531 2.174 -0.523
N 0.207 1.323 -1.060
H 2.770 -0.106 0.569
H 2.080 -0.620 1.960
C -1.570 -0.425 -0.530
H 0.980 -1.401 -0.441
C -0.343 0.309 -0.051
H 0.213 -1.415 1.099
H -1.275 -0.811 -1.536
*
```



B:
Density functional theory data (ωB97M-V/def2-TZVPD) for a gas-phase ion, C3H9N2S (charge -1).

Output
**SMILES string**: NCNCC[S-]
**Gap between HOMO and LUMO**: 5.93 eV
**HOMO energy**: -2.3 eV

Structure (ORCA input):
```
! RIJCOSX wB97M-V def2-TZVPD def2/J DEFGRID3
* xyz -1 1
C 0.460 0.298 -0.892
S 1.123 0.189 -3.578
H -1.118 -0.062 3.059
N -0.391 -0.609 2.619
C 0.265 0.082 1.526
H 1.438 -0.167 -0.802
H -0.865 -1.420 2.231
H -1.258 0.316 0.191
N -0.369 -0.166 0.245
H -1.003 0.488 -2.487
H 1.291 -0.254 1.468
H -0.398 -1.147 -2.200
C -0.102 -0.091 -2.250
H 0.629 1.383 -0.877
H 0.301 1.160 1.748
*
```



Name the most stable of them. B.



A:
Density functional theory data (ωB97M-V/def2-TZVPD) for 2 unconnected molecules or ions with the total composition C5H13NO2.

Output
**Gap between HOMO and LUMO (spin up / spin down)**: 11.75 / 6.19 eV
**HOMO energy (spin up / spin down)**: -15.1 / -14.9 eV

Structure (ORCA input):
```
! RIJCOSX wB97M-V def2-TZVPD def2/J DEFGRID3
* xyz 1 2
O 2.180 -1.430 1.261
H -0.732 1.507 1.488
H 0.994 1.895 -0.409
O 1.412 2.282 -1.197
H -2.178 -1.074 -1.472
C -1.362 -0.500 -1.006
H 0.661 2.197 -1.800
H 0.058 -0.613 1.900
H 0.300 -1.942 -0.524
H 2.053 -0.408 -0.465
C 1.720 -0.295 0.559
H -2.517 0.323 0.654
N -0.544 0.996 0.628
C -0.486 -1.325 -0.064
C -1.794 0.659 -0.090
H 2.266 -2.202 0.691
H 2.117 0.667 0.991
H -2.173 1.555 -0.562
C 0.186 -0.292 0.877
H -1.236 -1.952 0.423
H -0.926 -0.048 -1.881
*
```



B:
Density functional theory data (ωB97M-V/def2-TZVPD) for 2 unconnected molecules or ions with the total composition C5H13NO2.

Output
**Gap between HOMO and LUMO (spin up / spin down)**: 10.40 / 5.17 eV
**HOMO energy (spin up / spin down)**: -14.0 / -14.0 eV

Structure (ORCA input):
```
! RIJCOSX wB97M-V def2-TZVPD def2/J DEFGRID3
* xyz 1 2
C -0.372 -0.888 1.820
H -0.295 -2.142 -0.015
H 1.745 -2.460 1.482
H 0.277 -0.967 2.662
H 2.339 -0.996 0.734
H -3.021 0.148 -1.414
H -0.710 0.143 1.745
C 1.697 -1.855 0.582
O 1.448 4.812 -0.718
H 1.297 5.735 -0.939
C 0.222 -1.312 0.467
H -0.886 1.063 -1.713
H -2.268 -1.430 -1.385
O 1.223 0.457 -0.909
H 1.862 4.420 -1.490
C -2.215 -0.421 -0.967
H -1.258 -1.478 2.040
H -2.379 -0.452 0.114
N -0.942 0.152 -1.245
H 1.966 -2.366 -0.328
C 0.270 -0.164 -0.523
*
```



Name the most stable of them. B.



A:
Density functional theory data (ωB97M-V/def2-TZVPD) for a single CH3NOS2 molecule.

Output
**SMILES string**: NSSC=O
**Gap between HOMO and LUMO**: 9.65 eV
**HOMO energy**: -9.6 eV

Structure (ORCA input):
```
! RIJCOSX wB97M-V def2-TZVPD def2/J DEFGRID3
* xyz 0 1
C -1.797 -0.529 0.230
H -0.886 -1.125 0.614
O -2.887 -1.008 0.196
H 1.825 -0.656 -0.134
N 1.735 0.324 -0.453
S -1.243 0.997 -0.466
S 0.634 1.225 0.587
H 2.620 0.772 -0.574
*
```



B:
Density functional theory data (ωB97M-V/def2-TZVPD) for 2 unconnected molecules or ions with the total composition CH3NOS2.

Output
**Gap between HOMO and LUMO (spin up / spin down)**: 7.24 / 7.23 eV
**HOMO energy (spin up / spin down)**: -8.0 / -8.0 eV

Structure (ORCA input):
```
! RIJCOSX wB97M-V def2-TZVPD def2/J DEFGRID3
* xyz 0 1
N 0.087 0.958 0.089
H -1.809 -0.860 0.663
O -1.644 -1.071 -0.267
C 1.233 0.400 -0.124
H 0.164 1.941 0.196
S -0.132 -1.942 -0.263
H -0.676 0.260 -0.063
S 2.777 0.314 -0.232
*
```



Name the most stable of them. A.



A:
Density functional theory data (ωB97M-V/def2-TZVPD) for 2 unconnected molecules or ions with the total composition C3H11NO.

Output
**SMILES string**: CCCN.O
**Gap between HOMO and LUMO**: 9.53 eV
**HOMO energy**: -8.9 eV

Structure (ORCA input):
```
! RIJCOSX wB97M-V def2-TZVPD def2/J DEFGRID3
* xyz 0 1
H 3.190 1.494 3.778
N -1.257 1.614 -0.713
H -0.191 -2.818 -0.552
H -1.979 1.673 -0.015
H -0.297 1.784 -0.492
C -0.226 -2.108 -1.389
H -1.176 -2.357 -1.816
C -1.328 0.307 -1.405
H 3.111 2.542 4.821
C -0.343 -0.771 -0.633
O 3.658 1.769 4.576
H -2.325 -0.167 -1.279
H 0.403 -2.031 -2.279
H 0.621 -0.252 -0.445
H -0.778 -1.116 0.304
H -1.083 0.438 -2.462
*
```



B:
Density functional theory data (ωB97M-V/def2-TZVPD) for 2 unconnected molecules or ions with the total composition C3H11NO.

Output
**SMILES string**: CCOC.N
**Gap between HOMO and LUMO**: 10.66 eV
**HOMO energy**: -9.7 eV

Structure (ORCA input):
```
! RIJCOSX wB97M-V def2-TZVPD def2/J DEFGRID3
* xyz 0 1
H -0.781 1.525 -0.699
C -0.659 -0.399 1.128
H -2.700 0.239 -1.445
O -0.335 -0.455 -0.230
H 2.482 0.196 2.334
N 3.255 -0.364 1.992
C -0.619 0.532 -1.171
C -1.796 0.127 -2.049
H 3.839 0.276 1.455
H 2.866 -0.968 1.269
H 0.257 0.749 -1.798
H 0.167 0.012 1.727
H -1.823 0.734 -2.937
H -1.595 0.141 1.310
H -0.797 -1.423 1.463
H -1.760 -0.921 -2.347
*
```



Name the most stable of them. B.